The following is a quantum chemistry calculation of a structure of composition C39H33BrILuN5O2, from the Open Molecules 2025 dataset.

For the total energy, the calculation gives -6037.4416 hartree. As for the total charge: +1. The energy above the lowest of the compared OMol25 structures with the same formula, charge and spin comes out at 0.329 eV. For the HOMO-LUMO gap, the calculation gives 8.01 eV.

Each line ends with the Mulliken charge.
Cartesian coordinates (Å):
Lu  0.19660  0.01328  0.14039  1.57
C  0.29290  0.56590  3.59575  -1.41
C  -1.22283  0.71431  3.64476  -1.35
C  -2.03049  -0.21062  2.78071  0.60
C  -2.84881  -1.16595  3.35365  -0.80
C  -3.62750  -1.98034  2.54506  -0.64
C  -3.60457  -1.78732  1.17564  -1.00
C  -2.77231  -0.80620  0.67890  -0.08
N  -1.97571  -0.04786  1.44639  0.52
N  0.95556  1.12865  2.39573  0.77
C  2.41257  0.87836  2.52556  -1.05
C  2.86195  -0.45784  2.01438  0.73
C  3.71882  -1.26015  2.74003  -1.20
C  4.16967  -2.44589  2.17908  -0.44
C  3.75415  -2.78948  0.90415  -1.14
C  2.88889  -1.93813  0.24598  -0.10
N  2.44917  -0.79664  0.78865  0.24
C  0.75657  2.58144  2.32085  -1.00
C  1.36136  3.14553  1.06310  0.28
C  1.80811  4.45136  1.02084  -0.95
C  2.37087  4.92586  -0.15288  -0.81
C  2.46150  4.07751  -1.24148  -0.92
C  1.97674  2.78808  -1.12206  -0.35
N  1.44278  2.31913  0.01533  0.87
H  0.56165  -0.48740  3.65404  0.66
H  0.70616  1.06830  4.47765  0.64
H  -1.52157  1.73829  3.41704  0.29
H  -1.51484  0.54684  4.67978  0.61
H  -2.87027  -1.27065  4.43113  0.44
H  -4.26004  -2.74439  2.98278  0.44
H  -4.21185  -2.37758  0.50166  0.51
H  -2.73723  -0.61393  -0.38696  0.39
H  2.71560  1.00326  3.56700  0.42
H  2.94446  1.62800  1.94682  0.44
H  4.02715  -0.95900  3.73293  0.49
H  4.83795  -3.09350  2.73370  0.44
H  4.07956  -3.70331  0.42658  0.48
H  2.52082  -2.17048  -0.74670  0.47
H  1.19329  3.07536  3.19549  0.41
H  -0.30897  2.80389  2.32800  0.42
H  1.72672  5.08000  1.90052  0.53
H  2.73677  5.94456  -0.21190  0.43
H  2.89167  4.40259  -2.18008  0.48
H  1.99717  2.10199  -1.95568  0.25
Br  -0.68060  5.40951  -1.85053  -0.12
C  -2.18847  4.58491  -2.62963  0.22
C  -2.73164  5.15577  -3.77282  -0.50
C  -3.83363  4.57390  -4.38304  -0.55
C  -4.39940  3.42099  -3.85739  -0.74
C  -3.86285  2.84593  -2.71539  -0.46
C  -2.76583  3.43597  -2.10917  0.50
I  -2.05719  2.50583  -0.39787  0.20
H  -2.28356  6.05232  -4.17996  0.41
H  -4.24749  5.02557  -5.27683  0.38
H  -5.25773  2.96245  -4.33345  0.39
H  -4.29610  1.94449  -2.29869  0.41
C  1.03384  -0.09356  -4.94407  -0.53
C  -0.23879  0.20758  -4.47203  -0.86
C  -0.46713  0.30825  -3.10363  -0.40
C  0.53909  0.12492  -2.14556  0.51
C  1.80592  -0.18330  -2.66677  -0.14
C  2.06371  -0.29147  -4.03193  -0.93
H  1.21987  -0.17720  -6.00904  0.37
H  -1.05528  0.35677  -5.17148  0.43
H  -1.48198  0.53447  -2.78851  0.22
H  2.64977  -0.32369  -1.99236  0.51
H  3.06334  -0.52764  -4.38251  0.42
O  -0.94436  -3.23804  -2.37259  -0.64
C  -0.63681  -3.28110  -1.21749  -0.66
N  -0.41577  -2.17451  -0.36531  0.53
C  -0.12532  -2.63682  0.86232  0.75
O  0.14900  -1.83380  1.78133  -0.53
C  -0.13644  -4.12657  0.90659  0.20
C  0.09482  -5.02978  1.92377  -0.34
C  0.01281  -6.38336  1.59888  -0.75
C  -0.29044  -6.78916  0.29935  -0.50
C  -0.52261  -5.85962  -0.71506  -0.65
C  -0.43539  -4.52699  -0.38107  0.30
H  0.33214  -4.70019  2.92832  0.54
H  0.18589  -7.13195  2.36320  0.47
H  -0.34567  -7.84732  0.07495  0.43
H  -0.75992  -6.16941  -1.72689  0.53

The following is a quantum chemistry calculation of a structure of composition C39H33Cl2CsN3O3P2 at a distorted geometry, from the Open Molecules 2025 dataset.

For the total energy, the calculation gives -3519.3643 hartree. As for the total charge: -1. The energy above the lowest of the compared OMol25 structures with the same formula, charge and spin comes out at 0.752 eV. For the HOMO-LUMO gap, the calculation gives 7.71 eV.

Each line ends with the Mulliken charge.
Cartesian coordinates (Å):
Cs  -1.18973  1.08517  2.23999  1.76
N  3.19834  0.82988  1.68275  -0.20
C  3.62870  -0.41535  2.05140  0.23
C  4.96357  -0.58411  2.46153  -0.65
C  5.45348  -1.82242  2.81161  -0.57
C  4.63455  -2.94770  2.76937  -0.89
C  3.32209  -2.79310  2.36680  -0.05
C  2.79897  -1.55390  1.99793  0.09
P  1.05635  -1.37737  1.47983  0.03
C  0.26409  -2.62718  2.57028  0.54
C  0.08690  -2.27459  3.90680  -0.47
C  -0.47198  -3.16147  4.80798  -0.59
C  -0.88495  -4.41549  4.38060  -0.54
C  -0.72940  -4.77152  3.05066  -0.68
C  -0.15527  -3.88543  2.15142  -0.11
C  0.98009  -2.26354  -0.11553  0.70
C  -0.26421  -2.26986  -0.74811  -0.58
C  -0.45672  -2.97712  -1.92140  -0.65
C  0.60208  -3.67106  -2.49127  -0.67
C  1.84793  -3.64466  -1.88713  -0.86
C  2.03820  -2.94499  -0.70315  -0.29
H  3.72284  1.61093  2.04045  0.31
H  2.20417  1.02933  1.64878  0.01
H  5.60582  0.28624  2.50102  0.34
H  6.48631  -1.91389  3.12728  0.37
H  5.01174  -3.91990  3.05271  0.41
H  2.66762  -3.65771  2.34545  0.42
H  0.38866  -1.29131  4.24985  0.39
H  -0.60673  -2.86282  5.83929  0.40
H  -1.33472  -5.10713  5.08019  0.36
H  -1.05478  -5.74529  2.70647  0.40
H  -0.03694  -4.18208  1.11741  0.30
H  -1.09502  -1.73538  -0.29802  0.52
H  -1.42771  -2.97509  -2.39777  0.47
H  0.45741  -4.21530  -3.41574  0.37
H  2.67909  -4.17423  -2.33471  0.38
H  3.01050  -2.94177  -0.22914  0.41
N  1.87604  3.74853  -0.49298  -0.25
C  1.16189  4.13533  -1.59689  0.26
C  1.59147  5.25617  -2.33046  -0.52
C  0.96850  5.62966  -3.49853  -0.59
C  -0.10679  4.89479  -3.99269  -0.96
C  -0.53682  3.79624  -3.27711  -0.06
C  0.05650  3.40969  -2.07532  -0.02
P  -0.53435  1.90589  -1.19647  0.98
C  -0.24478  0.73432  -2.58152  0.69
C  1.06534  0.27068  -2.70293  -0.67
C  1.44015  -0.50771  -3.78251  -0.54
C  0.50259  -0.85827  -4.74493  -0.58
C  -0.80726  -0.42663  -4.61614  -0.73
C  -1.17877  0.37062  -3.54236  -0.16
C  -2.35214  2.13377  -1.25571  0.10
C  -3.16298  1.01649  -1.05039  -0.20
C  -4.54136  1.13467  -0.99690  -0.72
C  -5.13365  2.38141  -1.12977  -0.66
C  -4.33871  3.50402  -1.30590  -0.67
C  -2.95862  3.38372  -1.36664  -0.52
H  2.45015  4.46554  -0.07668  0.33
H  1.42488  3.17093  0.21709  -0.08
H  2.43967  5.81989  -1.96069  0.32
H  1.32738  6.49681  -4.03733  0.37
H  -0.59329  5.17342  -4.91704  0.40
H  -1.37155  3.21574  -3.65340  0.35
H  1.79746  0.53606  -1.94793  0.34
H  2.46116  -0.85567  -3.86402  0.44
H  0.79208  -1.47495  -5.58580  0.40
H  -1.54569  -0.70031  -5.35882  0.41
H  -2.20292  0.71600  -3.46228  0.34
H  -2.71564  0.04373  -0.89140  0.26
H  -5.14189  0.25688  -0.80375  0.42
H  -6.20964  2.47984  -1.07336  0.36
H  -4.79234  4.48341  -1.38926  0.41
H  -2.34963  4.26863  -1.49952  0.47
Cl  -5.53430  0.72683  3.75721  -0.22
C  -4.80625  -0.85170  3.36314  -0.05
Cl  -5.84122  -1.72969  2.22715  -0.21
C  -3.37537  -0.60109  2.82470  0.54
O  -2.52979  -0.46946  3.72581  -0.80
O  -3.22082  -0.50391  1.60268  -0.53
H  -4.77012  -1.41897  4.28797  0.31
O  1.86515  4.68595  3.20028  -0.74
C  1.37602  3.70089  2.72296  0.38
N  0.89896  2.73301  2.23259  -0.79

The following is a quantum chemistry calculation of a structure of composition C39H33N7O3S4Ti at a distorted geometry, from the Open Molecules 2025 dataset.

As for the expectation value of S²: 2.021. For the total energy, the calculation gives -4557.1051 hartree. As for the total charge: -2. As for the multiplicity: 3. The energy above the lowest of the compared OMol25 structures with the same formula, charge and spin comes out at 3.848 eV. For the HOMO-LUMO gap (alpha / beta), the calculation gives 2.11 / 4.44 eV.

Each line ends with the Mulliken charge.
Cartesian coordinates (Å):
Ti  -1.55100  1.85535  0.95621  -0.29
S  -1.61499  0.37379  2.88918  -0.53
C  -1.15968  1.83478  3.82513  0.27
N  -0.63197  2.85987  3.09857  0.29
C  -0.41770  3.97264  3.92374  -0.58
C  0.40496  5.09502  3.56713  -0.17
C  0.62038  6.09790  4.50437  -0.87
C  0.03790  5.93431  5.78411  -0.35
C  -0.60729  4.82836  6.19030  -0.37
C  -0.81686  3.83410  5.28070  0.66
S  -1.40658  2.17384  5.49515  -0.34
H  0.71275  5.16459  2.49039  0.38
H  1.16213  6.99222  4.30472  0.41
H  0.23428  6.72967  6.49079  0.30
H  -1.00465  4.65144  7.23911  0.23
S  -3.61036  3.16974  1.31400  -0.55
C  -2.64528  4.61428  1.38649  0.68
C  -3.13570  5.53757  2.38991  -0.20
N  -3.21755  6.33236  3.28072  -0.68
C  -1.52536  4.82619  0.62040  0.68
S  -1.05077  3.70375  -0.60920  -0.51
C  -0.99819  6.19156  0.78637  -0.04
N  -0.50910  7.24704  1.02838  -0.73
C  4.62229  -1.79799  -2.35157  -1.22
O  3.47618  -0.99485  -2.01472  -0.28
C  3.88463  0.33049  -2.04066  0.88
C  5.19408  0.81883  -2.12663  -0.56
C  5.45485  2.17719  -2.25172  -0.68
C  4.35524  3.08361  -2.07000  -0.96
C  3.02031  2.55785  -1.96424  0.17
C  2.79215  1.25365  -2.00583  0.06
N  1.52216  0.66349  -2.01593  0.05
C  0.42171  0.84403  -1.24838  -1.02
N  -0.69206  0.57791  -1.98703  0.26
C  -1.99969  0.47710  -1.52433  -1.21
C  -2.48616  0.63684  -0.21335  1.31
C  -3.80806  0.19179  0.13574  -0.61
C  -4.63981  -0.20247  -0.89252  -0.87
C  -4.26316  -0.12713  -2.27657  -0.63
C  -2.92705  0.17486  -2.54918  1.30
O  -2.30265  0.05667  -3.75430  -0.36
C  -3.19177  -0.48106  -4.82861  -1.02
N  0.36753  1.06781  0.06037  0.95
C  1.43572  0.72405  0.90268  -0.52
C  2.14735  1.66313  1.55797  0.26
C  3.36642  1.26271  2.17866  -1.11
C  3.81356  -0.04780  1.97220  -0.66
C  3.07165  -1.00639  1.25014  -0.74
C  1.75951  -0.71757  0.89994  0.88
O  0.83712  -1.60207  0.45040  -0.06
C  0.97624  -3.01339  0.66714  -0.90
H  4.23333  -2.84130  -2.48132  0.22
H  5.33222  -1.74547  -1.54267  0.43
H  5.02262  -1.55521  -3.37357  0.43
H  6.03091  0.06518  -2.15462  0.22
H  6.45596  2.57197  -2.47052  0.36
H  4.55067  4.14156  -2.22114  0.37
H  2.12146  3.19198  -1.83792  0.47
H  1.43246  -0.22975  -2.47311  0.29
H  -0.51386  0.35478  -2.94577  0.46
H  -4.14590  0.44781  1.13674  0.39
H  -5.60413  -0.58482  -0.54821  0.32
H  -4.93264  -0.15661  -3.15174  0.19
H  -2.39781  -0.66103  -5.63529  0.24
H  -4.00584  0.13118  -5.08159  0.31
H  -3.51976  -1.48953  -4.47612  0.43
H  1.98247  2.70152  1.40313  0.73
H  4.04319  1.91842  2.77742  0.33
H  4.71270  -0.44260  2.46257  0.32
H  3.58550  -1.95743  1.05934  0.20
H  1.97559  -3.33880  0.77394  0.33
H  0.55499  -3.53250  -0.20931  0.20
H  0.34498  -3.22162  1.52235  0.30
N  -1.36374  -5.96980  -2.71743  -0.57
C  -1.92387  -7.02144  -1.95884  0.74
C  -1.01671  -7.76163  -1.18277  -0.46
C  -1.46300  -8.65402  -0.19103  -0.53
C  -2.82134  -8.86870  -0.10700  -0.33
C  -3.74709  -8.12692  -0.97619  -0.42
C  -3.28692  -7.31831  -1.94612  -0.41
H  -2.04657  -5.15969  -2.92429  0.23
H  -0.34353  -5.74631  -2.63938  0.22
H  0.02709  -7.47126  -1.24445  0.23
H  -0.72354  -9.27818  0.29701  0.35
H  -3.26578  -9.68787  0.52915  0.26
H  -4.79037  -8.34418  -0.94391  0.35
H  -3.97139  -6.95104  -2.72362  0.35

The following is a quantum chemistry calculation of a structure of composition C39H34AuN3O2P2S at a distorted geometry, from the Open Molecules 2025 dataset.

As for the expectation value of S²: 2.022. For the total energy, the calculation gives -3037.3348 hartree. As for the total charge: +2. As for the multiplicity: 3. The energy above the lowest of the compared OMol25 structures with the same formula, charge and spin comes out at 0.684 eV. For the HOMO-LUMO gap (alpha / beta), the calculation gives 6.87 / 3.74 eV.

Each line ends with the Mulliken charge.
Cartesian coordinates (Å):
Au  -0.51977  1.79273  -0.12155  1.09
N  3.38453  4.02693  -0.12895  -0.06
C  4.52993  3.23323  -0.18095  -0.29
C  5.73053  3.78873  -0.60795  -0.73
C  6.86053  2.99563  -0.72395  -0.65
C  6.80203  1.64293  -0.41675  -0.83
C  5.61513  1.08233  0.02995  -0.58
C  4.48573  1.87423  0.15475  1.00
S  2.98853  1.19963  0.82485  0.03
N  1.86453  2.37493  0.54025  -0.24
C  2.13653  3.57673  0.14365  0.61
C  1.01293  4.52253  -0.00745  0.59
C  1.20053  5.90303  0.00735  -0.82
C  0.10463  6.73803  -0.16235  -0.41
C  -1.15277  6.17593  -0.30025  -0.89
C  -1.26207  4.79293  -0.25675  -0.11
N  -0.21257  3.99763  -0.13815  -0.19
H  3.51063  4.98563  -0.42915  0.16
H  5.77303  4.83933  -0.85295  0.42
H  7.78823  3.43383  -1.05505  0.41
H  7.67593  1.01953  -0.52255  0.42
H  5.56253  0.03483  0.28335  0.46
H  2.17103  6.34103  0.17795  0.43
H  0.23543  7.80883  -0.17605  0.47
H  -2.03157  6.78393  -0.43795  0.47
H  -2.21987  4.29593  -0.30465  0.48
C  -3.43747  0.94213  -1.76385  -0.89
C  -3.76537  1.85353  -0.53975  0.90
O  -4.93767  2.07963  -0.34345  -0.63
O  -2.76417  2.26053  0.10585  -0.65
H  -4.35367  0.49863  -2.13905  0.32
H  -2.73247  0.18313  -1.43475  -0.17
H  -2.97877  1.56543  -2.52835  0.38
C  -0.97957  -1.90297  -0.60825  -1.51
P  0.08123  -0.44797  -0.15505  0.85
C  0.72273  -0.97647  1.45535  0.95
C  1.09973  -2.29487  1.72525  -0.41
C  1.58383  -2.63107  2.97745  -0.93
C  1.65753  -1.67287  3.97775  -0.84
C  1.25213  -0.37227  3.72365  -0.80
C  0.79783  -0.02107  2.46565  -0.63
C  1.34743  -0.64087  -1.44945  1.00
C  2.38103  -1.56807  -1.36665  -0.35
C  3.20933  -1.77087  -2.45445  -0.71
C  3.01203  -1.05667  -3.62535  -0.64
C  1.99123  -0.12297  -3.70935  -0.78
C  1.16343  0.09143  -2.62165  -0.73
P  -1.85697  -2.57547  0.88505  0.83
C  -3.44627  -1.69157  0.90975  0.41
C  -3.62297  -0.61997  1.78075  -0.32
C  -4.83067  0.05383  1.80505  -0.69
C  -5.86927  -0.35357  0.97955  -0.27
C  -5.68647  -1.41807  0.10915  -0.84
C  -4.48457  -2.10057  0.07135  -0.32
C  -2.21807  -4.29237  0.46935  0.52
C  -3.21337  -4.90757  1.24105  -0.37
C  -3.53457  -6.23217  1.03295  -0.71
C  -2.83327  -6.97327  0.09075  -0.47
C  -1.82787  -6.37547  -0.65925  -0.78
C  -1.50597  -5.04737  -0.46435  -0.44
H  -0.28957  -2.66497  -0.98595  0.86
H  -1.69047  -1.64697  -1.39935  0.83
H  1.01803  -3.05727  0.96235  0.47
H  1.89133  -3.64587  3.17605  0.49
H  2.02813  -1.93987  4.95425  0.45
H  1.27253  0.37233  4.50285  0.50
H  0.47473  0.99273  2.26665  0.40
H  2.53633  -2.13307  -0.46165  0.35
H  4.00333  -2.49587  -2.38225  0.51
H  3.65093  -1.22837  -4.47525  0.45
H  1.82513  0.42163  -4.62685  0.48
H  0.36353  0.82233  -2.67645  0.33
H  -2.82277  -0.31867  2.44215  0.46
H  -4.95967  0.89433  2.46865  0.37
H  -6.81577  0.16413  1.01105  0.43
H  -6.48367  -1.72867  -0.55075  0.45
H  -4.34917  -2.93007  -0.60935  0.49
H  -3.72817  -4.32627  1.99465  0.50
H  -4.31667  -6.69447  1.61565  0.43
H  -3.06127  -8.01657  -0.05485  0.43
H  -1.28897  -6.94767  -1.39735  0.45
H  -0.71237  -4.61567  -1.05565  0.37